{"formula": "C3H12O3S", "method": "wB97M-V/def2-TZVPD", "total_charge": 0, "homo_energy_ha": -0.3380, "gap_ev": 9.377, "fmax_ev_per_a": 2.80, "de_lowest_kj_mol": 76.6, "e_tot_ha": -745.37144, "smiles": "OCCCS.O.O", "species": ["S", "O", "O", "O", "C", "C", "C", "H", "H", "H", "H", "H", "H", "H", "H", "H", "H", "H", "H"], "coordinates": [[2.40958, 0.07488, -1.84274], [1.71162, -0.32115, 1.55086], [-0.96469, -0.16694, 1.02272], [-1.92479, 2.06266, 1.95475], [-1.34975, -0.62777, -0.26877], [-0.20393, -0.85069, -1.20029], [0.56911, 0.33787, -1.77701], [1.73135, -0.54452, 2.49619], [-2.04719, -1.44590, -0.08271], [2.04454, 0.58467, 1.66198], [-0.00038, -0.20340, 1.18121], [-1.99856, 0.14793, -0.70138], [0.38865, 1.24159, -1.19800], [2.32795, -0.79903, -0.83921], [0.52139, -1.53821, -0.74012], [-0.37917, -1.55696, -2.02245], [0.29210, 0.51563, -2.81120], [-1.21034, 1.93130, 1.31761], [-1.91749, 1.15804, 2.29857]], "forces_ev_per_angstrom": [[-0.9, -0.1, 0.1], [0.5, 0.7, 1.2], [0.5, -0.1, 0.0], [0.3, 0.0, 0.2], [-1.0, 1.2, 0.2], [1.7, -2.2, -0.7], [0.3, 0.3, 0.2], [-0.2, -0.7, -0.2], [0.5, -0.6, -0.5], [0.0, 0.0, -0.8], [-0.3, -0.3, -0.4], [0.1, 0.1, 0.1], [-0.1, 0.1, 0.0], [0.5, 0.0, 0.1], [0.0, 0.5, 0.8], [-1.0, 0.5, -0.2], [-0.2, 0.2, 0.0], [-0.2, 0.3, -0.1], [-0.4, 0.2, 0.1]]}